(1)
Here is C26H28N6O3 in the gas phase from the OMol25 dataset. Energies are from wB97M-V/def2-TZVPD.

Calculated values
SMILES string = COc1ccc(-c2cc3c(=O)n(CC(=O)NC4CCN(Cc5ccccc5)CC4)ncn3n2)cc1
total charge = 0
highest occupied orbital energy = -8.3 eV

Last column: natural (NBO) charge in e.
Positions of all 63 atoms, in Å:
1 H -1.21 2.34 2.97  0.2081
2 C -0.40 1.81 2.50  -0.2033
3 H -4.11 3.64 -0.79  0.2116
4 H 0.98 4.38 0.87  0.2024
5 C -2.57 1.80 -3.81  0.6680
6 H -1.14 -1.80 0.97  0.2481
7 H -0.72 3.84 -3.39  0.2296
8 C 1.38 -3.41 0.98  -0.0505
9 C 0.35 2.44 1.52  -0.0603
10 C -0.10 0.52 2.90  -0.2153
11 C 2.78 -4.86 2.92  0.3227
12 O 3.37 -5.55 3.93  -0.4883
13 H 1.98 2.21 0.15  0.2011
14 C 2.68 -3.84 0.75  -0.1630
15 C -0.29 3.57 -1.29  -0.2250
16 O -2.35 2.44 -4.81  -0.6185
17 C -1.82 -0.59 -1.73  0.6187
18 C -2.17 3.49 0.16  -0.2280
19 H -3.17 4.27 -3.07  0.2161
20 C 3.38 -4.55 1.70  -0.3105
21 O -2.75 -0.09 -1.11  -0.6314
22 C 0.04 3.86 1.11  -0.2257
23 H 0.74 3.92 -1.37  0.2016
24 C 0.78 -3.73 2.20  -0.1826
25 H -3.70 -0.01 -3.42  0.2337
26 H -3.15 5.13 -0.81  0.2181
27 H -0.69 0.05 3.68  0.2107
28 H -0.43 4.39 1.95  0.2004
29 H -2.19 2.39 0.15  0.1754
30 H 1.20 -1.16 2.64  0.2189
31 C 0.28 -1.52 -3.28  0.2122
32 H 5.39 -5.18 3.61  0.1776
33 H -2.92 1.69 -1.81  0.4347
34 N -0.66 -0.86 -3.82  -0.2291
35 C -2.58 3.73 -2.31  -0.0450
36 N -2.73 2.31 -2.58  -0.6432
37 H -0.29 2.46 -1.37  0.1650
38 C -2.73 0.26 -3.84  -0.3104
39 H -2.65 -0.07 -4.88  0.2491
40 N -0.84 4.02 -0.03  -0.4439
41 C -0.54 -1.93 0.10  -0.2571
42 H 1.01 -4.70 4.10  0.2272
43 C -1.12 4.16 -2.43  -0.4133
44 C 0.67 -2.66 -0.03  0.1294
45 H -0.24 -3.43 2.40  0.2145
46 N 0.27 -1.83 -1.95  -0.1549
47 H 4.94 -6.53 4.68  0.2029
48 C 1.39 1.74 0.92  -0.1571
49 C 1.47 -4.44 3.16  -0.2601
50 C 4.69 -6.01 3.76  -0.2531
51 C 1.68 0.44 1.31  -0.2310
52 C -3.10 4.05 -0.92  -0.4092
53 H 2.50 -0.09 0.84  0.2140
54 H -2.54 3.81 1.14  0.2022
55 H 3.14 -3.60 -0.19  0.2299
56 N 1.13 -2.57 -1.28  -0.2521
57 C 0.95 -0.16 2.32  -0.2202
58 H -1.07 5.25 -2.37  0.2104
59 H 4.76 -6.71 2.91  0.1777
60 H 1.11 -1.87 -3.88  0.2210
61 H 4.39 -4.86 1.49  0.2218
62 C -0.78 -1.41 -1.15  0.0362
63 N -1.69 -0.42 -3.09  -0.2288

=====

(2)
Here is 2 unconnected molecules or ions with the total composition C4H8P from the OMol25 dataset. Energies are from wB97M-V/def2-TZVPD.

Calculated values
total charge = +1
highest occupied orbital energy = -15.3 eV

Last column: natural (NBO) charge in e.
Positions of all 13 atoms, in Å:
1 P 0.63 0.58 1.08  1.2770
2 H 2.01 -1.41 1.05  0.2885
3 H 1.34 -0.04 -1.12  0.2666
4 H 2.07 1.64 -0.66  0.3168
5 H 0.51 -1.84 2.07  0.2859
6 H -1.59 1.90 -0.32  0.2733
7 C 1.22 0.91 -0.59  -1.0941
8 C 0.91 -1.31 1.16  -1.0205
9 H 0.62 -1.82 0.15  0.2887
10 C -2.74 0.06 -0.73  -0.0414
11 H -3.38 -0.85 -0.69  0.2753
12 H 0.29 1.35 -1.05  0.3056
13 C -1.90 0.85 -0.34  -0.4215

=====

(3)
Here is a molecular structure, CrFHMgNO3S2 from the OMol25 dataset. Energies are from wB97M-V/def2-TZVPD.

Calculated values
⟨S²⟩ = 8.7767
total charge = 0
multiplicity = 6
highest occupied orbital energy (alpha / beta) = -6.0 / -7.9 eV

Last column: natural (NBO) charge in e.
Positions of all 10 atoms, in Å:
1 O 0.60 1.75 -0.46  -0.5144
2 S 0.24 -0.20 1.02  1.7483
3 N -0.90 -0.69 0.07  -1.1973
4 O 1.17 -1.32 1.43  -1.1108
5 Cr -0.89 0.91 -1.43  1.4023
6 S -1.45 -2.37 0.20  -0.4569
7 H 0.86 2.57 -2.44  0.4948
8 O 0.06 2.58 -1.90  -0.7048
9 F -0.50 0.08 2.50  -0.5398
10 Mg 0.82 -3.31 1.00  0.8785

=====

(4)
Here is a molecular structure, C26H20GeNO4Tc from the OMol25 dataset. Energies are from wB97M-V/def2-TZVPD.

Calculated values
⟨S²⟩ = 3.7988
total charge = +1
multiplicity = 4
highest occupied orbital energy (alpha / beta) = -9.8 / -11.8 eV

Last column: natural (NBO) charge in e.
Positions of all 53 atoms, in Å:
1 H 1.94 -2.32 -3.49  0.5105
2 H 2.01 1.84 3.47  0.2118
3 H -3.21 2.12 5.42  0.2248
4 H 5.14 1.94 -0.35  0.2222
5 O 2.16 -1.42 -3.22  -0.5888
6 C 3.14 1.51 0.29  -0.2006
7 C -1.55 0.29 3.12  -0.2269
8 C -2.04 -2.61 -4.08  -0.2091
9 H -2.37 -3.56 -4.48  0.2418
10 H 5.91 2.59 1.90  0.2246
11 C -2.96 -1.65 -3.75  -0.1278
12 C -2.53 1.89 4.61  -0.1882
13 C -0.85 -1.54 0.10  -0.2433
14 C -0.65 -2.38 -3.89  -0.1867
15 C 4.89 2.28 1.75  -0.1843
16 H -0.32 3.41 2.55  0.2196
17 C 4.46 1.91 0.48  -0.2063
18 H -3.00 -0.20 4.61  0.2237
19 C -1.78 2.91 4.03  -0.1919
20 C -0.27 -1.17 -3.39  0.0466
21 C 1.09 -0.68 -3.09  0.8191
22 C 0.27 -3.62 -0.37  -0.2010
23 C 2.25 1.48 1.36  -0.4979
24 N -1.17 -0.21 -3.09  -0.5720
25 H 2.46 -1.32 0.79  0.2322
26 C -2.42 0.59 4.16  -0.2049
27 H 2.38 -3.66 0.02  0.2265
28 C 4.01 2.25 2.82  -0.2230
29 O 1.24 0.48 -2.68  -0.6106
30 O -2.64 1.76 -2.37  -0.6904
31 H 2.81 1.23 -0.70  0.2148
32 C 1.47 -3.06 0.04  -0.2168
33 H 0.06 -3.16 -4.13  0.2253
34 H -1.45 -0.73 2.77  0.2172
35 C -3.24 0.72 -2.82  0.7097
36 C -0.79 1.30 2.53  -0.3901
37 C -2.51 -0.42 -3.24  -0.0071
38 C 0.36 -0.97 0.51  -0.3830
39 H -1.84 -3.29 -0.64  0.2223
40 H -4.91 1.55 -2.57  0.5168
41 C -0.19 1.82 -0.56  -0.2536
42 Tc -0.56 1.57 -2.17  1.0705
43 H -4.02 -1.82 -3.89  0.2513
44 C -0.90 -2.85 -0.34  -0.2244
45 H 4.35 2.54 3.81  0.2246
46 H -1.87 3.92 4.39  0.2239
47 H -1.76 -0.96 0.12  0.2161
48 H 0.23 -4.65 -0.69  0.2221
49 C 2.69 1.85 2.63  -0.1321
50 C 1.52 -1.74 0.48  -0.2275
51 O -4.56 0.71 -2.89  -0.6289
52 Ge 0.44 0.88 1.10  1.5288
53 C -0.91 2.61 3.00  -0.2297

=====

(5)
Here is C4H8O2 in the gas phase from the OMol25 dataset. Energies are from wB97M-V/def2-TZVPD.

Calculated values
total charge = 0
highest occupied orbital energy = -8.8 eV

Last column: natural (NBO) charge in e.
Positions of all 14 atoms, in Å:
1 O 0.32 -1.12 -0.53  -0.5186
2 H 1.32 2.01 -1.07  0.2239
3 H -0.33 -1.66 1.35  0.1589
4 H -0.81 0.44 -0.71  0.1879
5 H -0.94 -2.61 -0.10  0.1853
6 C -1.34 0.30 0.92  -0.1970
7 H 1.67 0.52 -1.98  0.2301
8 C 0.28 0.29 -0.37  0.3545
9 H 2.39 0.78 -0.38  0.2301
10 O 0.05 0.60 0.97  -0.5440
11 C 1.49 0.94 -0.98  -0.6476
12 H -1.80 -0.10 1.80  0.1762
13 C -0.61 -1.63 0.30  -0.0314
14 H -1.84 1.27 0.67  0.1918